Entry 1:
ORCA calculation (wB97M-V/def2-TZVPD) on C63H70As2N5O3RuSSe as an isolated structure.

Geometry as XYZ:
```
146
Properties=species:S:1:pos:R:3:mulliken_charge:R:1
Ru 0.67 0.04 0.01 1.406
O 6.10 -0.64 -1.22 -0.657
C 5.59 -0.83 -2.44 0.681
C 6.44 -1.36 -3.41 -0.682
C 6.00 -1.59 -4.70 -0.441
C 4.68 -1.31 -5.05 -0.944
C 3.82 -0.80 -4.10 -0.428
C 4.24 -0.56 -2.79 -0.187
C 3.23 -0.09 -1.83 0.381
O 2.00 -0.15 -2.09 -0.346
N 3.70 0.44 -0.68 -2.565
N 2.78 0.88 0.17 2.889
C 3.11 1.73 1.07 -1.242
C 2.10 2.25 1.95 0.902
C 2.43 3.15 2.97 -1.692
C 1.43 3.62 3.80 -1.361
C 0.12 3.20 3.57 -1.283
C -0.12 2.32 2.53 -0.046
N 0.84 1.85 1.74 2.445
H 5.44 -0.14 -0.70 0.473
H 7.46 -1.56 -3.12 0.492
H 6.68 -1.99 -5.43 0.413
H 4.34 -1.48 -6.06 0.451
H 2.79 -0.58 -4.36 0.489
H 4.14 2.09 1.14 0.474
H 3.46 3.46 3.11 0.639
H 1.65 4.30 4.61 0.566
H -0.70 3.55 4.19 0.613
H -1.12 1.98 2.33 -0.291
C 2.69 -3.18 -1.93 -1.483
As 1.58 -2.52 -0.47 0.949
C 2.70 -3.15 1.01 -1.257
C 0.07 -3.78 -0.65 1.247
C 0.43 -5.23 -0.55 -0.158
C 0.77 -5.80 0.68 -0.052
C 1.02 -7.16 0.79 -1.131
C 0.93 -7.97 -0.33 -0.641
C 0.60 -7.42 -1.56 -0.866
C 0.35 -6.06 -1.67 -0.201
H 2.53 -4.26 -1.99 0.713
H 3.74 -2.98 -1.72 0.473
H 2.42 -2.71 -2.88 0.160
H 3.01 -4.17 0.81 0.597
H 2.18 -3.09 1.96 0.055
H 3.58 -2.51 1.05 0.429
H -0.33 -3.58 -1.64 -0.532
H -0.68 -3.50 0.09 -0.458
H 0.83 -5.16 1.55 0.625
H 1.28 -7.58 1.75 0.469
H 1.10 -9.04 -0.25 0.426
H 0.53 -8.05 -2.44 0.447
H 0.06 -5.63 -2.62 0.488
C -5.32 -5.69 -3.36 -1.549
C -4.26 -4.64 -3.18 0.970
C -3.28 -4.44 -4.15 -0.898
C -2.32 -3.45 -3.99 -0.634
C -2.35 -2.65 -2.85 0.016
C -3.31 -2.83 -1.87 -0.172
C -4.26 -3.83 -2.04 -0.972
S -1.10 -1.36 -2.73 0.672
C -2.04 -0.08 -3.59 -1.198
O -1.09 -0.95 -1.27 0.086
H -5.07 -6.36 -4.18 0.376
H -6.28 -5.22 -3.57 0.322
H -5.44 -6.28 -2.45 0.380
H -3.25 -5.06 -5.03 0.401
H -1.55 -3.29 -4.74 0.546
H -3.31 -2.21 -0.99 0.413
H -5.01 -3.98 -1.28 0.510
H -2.87 0.21 -2.95 0.328
H -2.41 -0.50 -4.53 0.630
H -1.38 0.77 -3.78 0.367
C -1.85 -5.46 3.20 -0.736
C -2.62 -4.66 2.36 -0.733
C -2.21 -3.38 2.04 -0.457
C -1.02 -2.88 2.56 1.637
C -0.24 -3.68 3.39 -1.020
C -0.67 -4.96 3.72 -0.684
As -0.44 -1.06 2.14 2.564
C -2.16 -0.16 2.35 0.053
C -2.64 0.38 3.54 -0.382
C -3.92 0.92 3.58 -1.006
C -4.72 0.93 2.44 -0.845
C -4.23 0.42 1.25 -0.837
C -2.95 -0.12 1.20 0.520
C 0.62 -0.74 3.73 1.231
C 1.97 -0.45 3.54 -0.666
C 2.82 -0.27 4.62 -0.785
C 2.32 -0.38 5.91 -0.874
C 0.99 -0.72 6.11 -1.022
C 0.14 -0.90 5.03 -0.942
H -2.18 -6.46 3.45 0.469
H -3.56 -5.03 1.97 0.501
H -2.83 -2.76 1.40 0.169
H 0.68 -3.30 3.81 0.145
H -0.07 -5.57 4.38 0.471
H -2.02 0.38 4.42 0.413
H -4.29 1.33 4.51 0.487
H -5.72 1.34 2.49 0.433
H -4.85 0.43 0.36 0.549
H -2.55 -0.50 0.27 -1.017
H 2.36 -0.41 2.53 0.083
H 3.87 -0.04 4.46 0.537
H 2.98 -0.24 6.76 0.453
H 0.61 -0.86 7.12 0.466
H -0.88 -1.21 5.20 0.489
C -3.20 3.59 -2.90 -1.080
C -3.22 4.62 -1.77 -0.007
C -3.55 4.03 -0.40 -1.182
C -2.47 3.12 0.19 -0.228
N -1.17 3.78 0.25 1.935
C -0.10 3.49 -0.51 -1.154
Se 0.14 1.97 -1.58 -0.519
N 0.85 4.42 -0.31 1.824
C 2.10 4.53 -1.05 -0.945
C 1.88 5.10 -2.46 -0.474
C 1.28 6.50 -2.51 -0.082
C 2.24 7.59 -2.05 -1.324
C 0.39 5.32 0.65 0.168
C 1.00 6.40 1.27 -1.215
C 0.27 7.07 2.24 -0.982
C -1.02 6.66 2.59 -1.142
C -1.62 5.57 1.98 -0.544
C -0.89 4.91 1.00 1.057
H -3.03 4.07 -3.86 0.467
H -4.16 3.06 -2.94 0.351
H -2.41 2.85 -2.75 -0.045
H -3.97 5.37 -2.00 0.484
H -2.26 5.15 -1.72 -0.163
H -4.47 3.43 -0.48 0.661
H -3.76 4.85 0.29 0.311
H -2.34 2.22 -0.40 -0.100
H -2.75 2.83 1.21 -0.378
H 2.53 3.54 -1.13 -0.321
H 2.77 5.17 -0.48 0.808
H 1.25 4.40 -3.01 0.028
H 2.86 5.11 -2.95 0.655
H 0.36 6.53 -1.91 -0.073
H 0.99 6.70 -3.54 0.542
H 2.50 7.50 -0.99 0.208
H 1.79 8.57 -2.19 0.411
H 3.17 7.55 -2.63 0.354
H 2.00 6.71 1.02 0.479
H 0.71 7.92 2.73 0.482
H -1.56 7.20 3.35 0.466
H -2.62 5.24 2.27 0.563
```

* spin multiplicity: 2
* net charge: +2
* ΔE to the lowest compared entry with this formula, charge and spin: 22.3 kcal per mole
* LUMO level (alpha / beta): -0.2235 / -0.2044 Ha
* E_HOMO (alpha / beta): -11.942 / -11.948 eV



Entry 2:
ORCA calculation (wB97M-V/def2-TZVPD) on a 11-piece molecular cluster, C64H101N10O12 overall.

Geometry as XYZ:
```
187
Properties=species:S:1:pos:R:3:mulliken_charge:R:1
C 18.39 6.45 3.74 -1.859
C 18.85 6.13 5.22 2.122
C 19.93 7.03 5.88 -1.471
C 19.53 8.51 6.24 -0.081
C 18.30 8.39 7.27 -1.486
C 17.12 7.53 6.81 1.395
N 17.61 6.24 6.11 0.562
O 16.67 5.22 6.07 -0.232
C 16.34 8.25 5.72 -1.787
C 16.31 7.20 7.99 -1.678
C 19.28 4.65 5.26 -1.974
H 17.30 6.33 3.71 0.443
H 18.72 5.83 2.91 0.583
H 18.56 7.47 3.38 0.204
H 20.71 7.14 5.13 0.457
H 20.53 6.58 6.67 0.503
H 19.38 9.24 5.45 -0.065
H 20.31 9.01 6.81 0.564
H 17.97 9.41 7.46 0.505
H 18.66 8.03 8.23 0.462
H 16.95 8.75 4.96 0.303
H 15.86 9.15 6.12 0.521
H 15.48 7.65 5.43 0.418
H 16.99 6.59 8.59 0.470
H 15.47 6.54 7.77 0.438
H 15.93 8.08 8.51 0.363
H 19.61 4.35 6.26 0.484
H 20.13 4.37 4.65 0.426
H 18.52 3.91 5.04 0.447
C 14.97 14.38 -2.71 -1.423
C 15.93 13.23 -3.19 1.464
C 15.85 11.90 -2.36 -1.016
C 14.61 11.01 -2.72 -1.285
C 14.57 10.73 -4.15 -0.959
C 14.58 11.93 -5.15 1.326
N 15.75 12.91 -4.68 1.021
O 16.17 13.87 -5.55 -0.300
C 13.19 12.55 -5.22 -1.670
C 14.97 11.36 -6.59 -1.397
C 17.42 13.63 -3.05 0.006
H 13.92 14.10 -2.62 0.305
H 14.97 15.35 -3.22 0.450
H 15.24 14.73 -1.71 0.307
H 16.11 12.14 -1.33 0.900
H 16.74 11.31 -2.55 -0.205
H 13.79 11.57 -2.26 0.454
H 14.76 10.15 -2.06 0.645
H 13.77 10.01 -4.31 0.482
H 15.43 10.13 -4.43 0.040
H 13.27 13.52 -5.71 0.429
H 12.81 12.70 -4.21 0.306
H 12.44 12.05 -5.83 0.411
H 14.75 12.15 -7.31 0.425
H 14.45 10.48 -6.95 0.374
H 16.02 11.06 -6.58 0.222
H 18.02 12.95 -3.65 -0.482
H 17.76 13.55 -2.02 -0.844
H 17.54 14.69 -3.27 0.705
C 27.81 17.75 0.12 -0.926
N 26.86 17.21 -0.91 0.156
C 27.10 17.47 -2.22 -0.265
C 26.19 17.03 -3.18 -0.817
C 25.01 16.38 -2.71 1.100
C 24.90 16.17 -1.39 -0.833
C 25.70 16.75 -0.47 -0.658
C 23.94 15.81 -3.67 0.064
C 23.40 14.56 -3.49 -0.254
C 22.19 14.07 -4.16 -0.529
N 21.63 14.91 -5.01 0.124
C 22.02 16.19 -5.15 -0.419
C 23.26 16.59 -4.56 -0.586
C 20.31 14.42 -5.57 -1.133
H 27.32 18.61 0.57 0.387
H 28.73 18.11 -0.33 0.371
H 28.14 16.90 0.73 0.342
H 28.08 17.87 -2.44 0.474
H 26.41 17.27 -4.20 0.574
H 23.92 15.85 -1.07 0.525
H 25.48 16.90 0.57 0.849
H 23.85 13.81 -2.85 0.495
H 21.83 13.05 -4.14 0.776
H 21.48 16.96 -5.69 0.467
H 23.54 17.62 -4.73 0.537
H 19.72 15.13 -6.14 0.387
H 19.61 13.94 -4.88 0.232
H 20.61 13.60 -6.22 0.524
C 19.86 7.28 -3.42 -0.543
N 21.03 6.80 -2.73 0.240
C 21.23 5.45 -2.61 -0.380
C 22.37 4.88 -2.08 -0.641
C 23.39 5.71 -1.56 0.976
C 23.10 7.06 -1.65 -0.897
C 21.98 7.65 -2.24 -0.199
C 24.64 5.14 -0.95 0.742
C 25.33 4.05 -1.45 -0.660
C 26.40 3.52 -0.70 -0.100
N 26.86 4.08 0.36 -0.043
C 26.29 5.26 0.79 -0.321
C 25.15 5.75 0.21 -0.724
C 27.98 3.48 1.19 -0.845
H 19.80 8.36 -3.25 -0.438
H 18.99 6.76 -3.01 0.349
H 20.04 7.24 -4.49 0.580
H 20.56 4.82 -3.18 0.495
H 22.37 3.80 -2.00 0.496
H 23.66 7.85 -1.17 0.345
H 21.79 8.71 -2.33 0.568
H 24.88 3.58 -2.32 0.533
H 27.07 2.76 -1.08 0.479
H 26.79 5.76 1.61 0.430
H 24.70 6.69 0.49 0.448
H 28.80 4.03 0.72 0.408
H 27.93 2.40 1.13 0.389
H 27.84 3.88 2.20 0.275
C 25.10 21.91 -2.49 -1.292
C 24.70 20.52 -2.90 -0.139
N 23.47 19.99 -2.38 0.445
C 22.36 19.75 -3.20 -0.636
C 21.38 19.12 -2.46 -0.519
N 21.78 19.15 -1.17 0.163
C 23.07 19.56 -1.09 -0.312
C 21.07 18.58 -0.03 -0.837
H 25.65 22.35 -3.32 0.407
H 25.63 21.94 -1.54 0.340
H 24.28 22.63 -2.55 0.377
H 25.48 19.75 -2.88 0.073
H 24.54 20.55 -3.98 0.301
H 22.34 20.00 -4.25 0.578
H 20.39 18.76 -2.68 0.629
H 23.78 19.62 -0.28 0.467
H 20.18 19.19 0.13 0.361
H 21.68 18.60 0.87 0.361
H 20.67 17.59 -0.25 0.269
C 20.67 14.00 -0.43 0.195
C 21.28 12.58 -0.55 -0.625
N 20.35 11.53 -0.39 0.785
C 19.82 10.69 -1.39 -0.713
C 18.78 9.99 -0.90 -1.158
N 18.66 10.34 0.45 0.724
C 19.57 11.35 0.76 -0.842
C 17.62 9.91 1.39 -0.745
H 20.52 14.22 0.63 0.396
H 19.81 14.19 -1.08 -0.111
H 21.36 14.75 -0.80 -0.193
H 22.18 12.45 0.04 0.227
H 21.56 12.47 -1.60 -0.128
H 20.21 10.79 -2.39 1.033
H 18.05 9.29 -1.29 0.724
H 19.50 12.01 1.61 0.443
H 18.15 9.39 2.18 0.143
H 17.01 9.16 0.89 0.248
H 16.99 10.78 1.59 0.317
C 17.70 14.83 0.85 0.369
C 17.86 14.35 2.30 0.386
O 18.32 15.08 3.21 -0.759
O 17.40 13.26 2.69 -0.623
H 17.80 13.88 0.32 -0.466
H 18.59 15.45 0.68 -0.269
H 16.74 15.32 0.71 0.484
C 16.48 5.42 0.12 -0.968
C 16.90 6.74 -0.44 0.718
O 18.08 6.87 -0.69 -0.603
O 15.98 7.53 -0.80 -0.696
H 15.53 5.04 -0.25 0.338
H 16.39 5.61 1.19 0.041
H 17.23 4.64 -0.02 0.281
C 18.24 9.24 -6.30 -1.298
C 18.46 10.61 -5.61 0.353
O 18.87 10.76 -4.37 -0.143
O 18.54 11.65 -6.37 -0.654
H 17.40 8.82 -5.76 0.288
H 19.11 8.59 -6.22 0.350
H 17.86 9.21 -7.32 0.349
C 21.91 11.27 5.08 -0.780
C 20.62 11.98 5.06 0.997
O 19.73 11.76 4.24 -0.519
O 20.24 12.68 6.03 -0.365
H 21.67 10.21 5.21 0.105
H 22.56 11.69 5.84 0.402
H 22.52 11.42 4.19 0.189
C 23.36 13.65 3.07 -0.409
C 23.85 14.35 1.84 0.625
O 23.81 15.59 1.63 -0.750
O 24.58 13.62 1.11 -0.787
H 23.19 14.44 3.80 0.316
H 24.01 12.92 3.54 0.363
H 22.40 13.20 2.83 -0.274
```

* spin multiplicity: 2
* net charge: +4
* LUMO level (alpha / beta): -0.3621 / -0.3621 Ha
* E_HOMO (alpha / beta): -11.748 / -11.745 eV



| no. | E (hartree) | molar mass (g/mol) |
| --- | --- | --- |
| 1 | -10307.78200 | 1307.23 |
| 2 | -3947.82510 | 1202.57 |